[1]
80
Properties=species:S:1:pos:R:3:forces:R:3 method="wB97M-V/def2-TZVPD" total_charge=+2 orbital_gap_ev=4.82 e_tot_ev=-134922.6957 e_homo_ev=-11.78 de_lowest_kj_mol=40.9
C -3.630 -7.525 -1.022 -0.419 0.417 -0.087
C -3.171 -6.578 -1.973 0.076 -1.555 -0.499
C -3.577 -6.753 -3.318 -0.534 0.055 0.337
C -4.583 -7.704 -3.597 0.909 0.173 0.374
N -5.036 -8.562 -2.680 -0.542 0.580 0.077
C -4.620 -8.451 -1.418 0.873 0.392 -0.137
C -2.461 -5.361 -1.603 -1.608 2.469 1.460
C -2.571 -4.198 -1.158 -1.272 -3.017 -1.108
C -2.895 -2.809 -1.086 -0.072 0.855 0.367
C -3.158 -2.126 0.123 0.898 -0.915 0.038
C -3.018 -0.755 0.156 -0.182 0.858 -0.097
C -2.766 -0.013 -1.008 -0.249 -0.634 -0.357
C -2.685 -0.682 -2.249 -0.481 0.351 0.258
C -2.833 -2.060 -2.297 0.074 -0.041 0.176
Ba -0.256 -3.565 -2.399 1.751 1.079 0.396
P -2.783 1.797 -0.942 0.377 -0.561 0.707
H -3.193 -6.120 -4.125 -0.285 -0.115 0.391
H -3.305 -7.505 0.024 -0.166 0.183 -0.460
H -5.035 -7.740 -4.594 0.332 -0.228 0.340
H -5.100 -9.098 -0.671 0.430 0.158 -0.442
H -2.977 -2.591 -3.250 0.414 0.237 0.287
H -3.362 -2.688 1.044 0.364 0.273 -0.468
H -2.533 -0.104 -3.166 -0.199 -0.292 0.248
H -3.056 -0.234 1.119 -0.225 -0.404 -0.399
C -1.112 2.447 -0.700 0.293 -0.311 -0.336
C -0.936 3.879 -1.210 0.166 0.172 -0.071
H -0.424 1.719 -1.178 -0.220 0.505 0.138
H -0.913 2.368 0.387 -0.152 0.002 -0.490
H 0.057 4.224 -0.928 0.033 0.022 -0.132
H -1.031 3.945 -2.297 0.101 -0.078 0.076
H -1.644 4.593 -0.783 0.033 -0.173 0.003
C -3.646 2.425 -2.401 0.386 0.122 -0.300
C -5.015 1.807 -2.690 -0.190 -0.004 0.142
H -2.968 2.237 -3.245 0.023 0.148 0.078
H -3.712 3.518 -2.286 0.069 -0.324 -0.053
H -5.433 2.261 -3.594 0.071 0.015 0.222
H -4.964 0.729 -2.874 0.039 0.198 0.163
H -5.703 1.997 -1.860 -0.017 -0.105 -0.178
C -3.610 2.215 0.598 -0.351 -0.280 -0.157
C -3.908 3.708 0.662 -0.180 0.371 0.322
H -2.901 1.920 1.387 -0.339 0.042 -0.145
H -4.514 1.591 0.680 0.172 0.314 0.096
H -4.510 3.901 1.557 0.082 0.099 -0.264
H -2.985 4.295 0.756 -0.339 -0.157 -0.035
H -4.467 4.056 -0.220 0.126 -0.059 0.387
Br 0.445 -0.827 -0.937 -0.150 -0.683 -0.514
P 0.887 -0.219 -5.273 0.595 0.996 -0.656
C -0.410 1.051 -4.894 -0.097 -0.221 0.112
C -0.263 2.280 -5.805 -0.150 0.039 -0.022
H -0.309 1.325 -3.834 -0.197 -0.025 -0.113
H -1.392 0.579 -5.044 0.030 0.147 -0.019
H -1.099 2.974 -5.636 0.243 -0.074 -0.069
H 0.673 2.825 -5.611 -0.281 -0.244 -0.083
H -0.279 1.985 -6.867 0.052 0.117 0.407
C 2.071 0.014 -3.889 0.149 -0.432 0.203
C 3.477 -0.255 -4.451 0.078 0.250 0.237
H 1.818 -0.622 -3.015 0.311 0.430 -0.594
H 1.982 1.054 -3.532 0.041 -0.321 -0.173
H 4.235 -0.094 -3.678 -0.036 -0.107 -0.139
H 3.577 -1.281 -4.834 -0.011 0.243 0.086
H 3.687 0.436 -5.282 -0.015 -0.288 0.222
C 0.044 -1.838 -5.038 -0.176 0.061 -0.064
C -0.498 -2.249 -6.421 -0.153 -0.482 -0.023
H -0.773 -1.711 -4.296 0.184 -0.241 -0.144
H 0.819 -2.560 -4.699 -0.240 0.305 -0.178
H -0.851 -3.288 -6.403 -0.098 0.133 -0.122
H -1.337 -1.614 -6.744 0.303 -0.132 0.203
H 0.282 -2.180 -7.197 -0.252 0.029 0.454
S -0.193 -2.565 1.959 -0.179 -0.621 0.174
C 0.548 -1.218 2.610 0.615 -0.342 -0.646
N 1.938 -1.156 2.664 -0.735 1.104 -0.138
C 2.603 -0.026 3.066 -0.613 -0.035 0.617
C 1.901 0.992 3.696 0.703 -0.594 -0.493
C 0.488 0.949 3.697 -0.391 -0.648 -0.227
C -0.178 -0.087 3.057 0.614 0.804 0.500
H 2.440 -1.947 2.259 -0.242 0.359 0.152
H 3.680 -0.015 2.884 -0.396 -0.029 0.327
H 2.446 1.814 4.155 -0.145 -0.155 -0.250
H -0.080 1.726 4.214 0.197 -0.079 -0.347
H -1.253 -0.085 2.871 0.376 -0.100 0.447

---

[2]
79
Properties=species:S:1:pos:R:3:forces:R:3 method="wB97M-V/def2-TZVPD" total_charge=+2 orbital_gap_ev="6.83 / 4.20" spin_multiplicity=3 e_tot_ev=-146502.8471 e_homo_ev="-13.54 / -13.45" de_lowest_kj_mol=544.5 s2=2.028
C 2.547 -4.817 2.726 -0.183 -0.333 0.318
C 1.837 -4.476 1.585 -0.408 -0.610 1.221
C 0.723 -5.217 1.180 -0.057 0.210 0.196
C 0.339 -6.277 1.997 0.521 0.349 -0.130
N 1.020 -6.618 3.098 -0.128 0.069 0.258
C 2.089 -5.906 3.467 0.166 0.249 -0.548
C 2.217 -3.304 0.937 0.951 0.933 -2.459
C 2.609 -2.523 0.094 -1.079 -0.832 1.510
C 2.715 -1.513 -0.862 0.110 0.790 -1.012
C 2.821 -0.157 -0.471 2.398 -0.069 -0.486
C 3.243 0.732 -1.511 -0.146 -1.493 1.302
C 2.578 0.460 -2.736 0.876 -0.108 -0.896
C 2.408 -0.859 -3.163 -0.103 0.106 0.558
C 2.737 -1.863 -2.239 -0.527 -0.176 0.462
Ti 1.526 1.909 -1.916 -1.627 0.169 -0.706
P -0.109 0.349 1.114 -1.204 -0.989 1.761
H 0.170 -4.903 0.288 0.125 -0.324 0.367
H 3.415 -4.215 3.000 -0.285 -0.339 0.139
H -0.555 -6.842 1.747 0.181 -0.157 0.165
H 2.634 -6.165 4.373 -0.355 -0.324 -0.104
H 2.825 -2.927 -2.498 -0.225 0.536 0.018
H 3.048 0.128 0.564 -0.126 -0.652 -0.335
H 1.950 -1.127 -4.118 0.306 0.195 0.171
H 4.181 1.289 -1.333 -0.985 0.478 -0.456
C -1.264 1.477 2.057 0.242 0.367 -0.607
C -2.200 0.895 3.105 -0.542 -0.277 0.569
H -1.861 1.996 1.291 0.236 0.107 0.280
H -0.612 2.213 2.555 -0.126 -0.030 -0.368
H -2.847 1.674 3.520 0.156 0.147 -0.265
H -2.878 0.124 2.741 0.080 0.040 -0.259
H -1.686 0.481 3.971 0.111 -0.034 -0.172
C -0.967 -1.296 0.919 0.251 0.729 -1.012
C -1.205 -2.146 2.154 -0.084 -0.309 0.414
H -0.302 -1.815 0.207 -0.346 -0.056 0.118
H -1.915 -1.077 0.404 0.326 -0.165 0.101
H -1.864 -2.976 1.878 0.105 0.068 -0.021
H -0.286 -2.597 2.543 -0.140 0.170 -0.095
H -1.708 -1.600 2.956 0.179 -0.201 -0.198
C 1.184 -0.069 2.385 0.614 0.468 -1.004
C 0.805 -0.185 3.845 -0.257 -0.061 0.524
H 1.918 0.747 2.286 0.091 -0.368 0.067
H 1.625 -1.008 2.022 0.112 0.311 0.039
H 1.701 -0.435 4.419 0.039 0.058 -0.133
H 0.427 0.753 4.247 -0.010 -0.025 0.023
H 0.085 -0.979 4.043 0.055 0.182 -0.041
Br 1.136 3.523 -3.564 0.158 0.301 -0.366
P -1.731 0.914 -1.933 -0.691 0.254 -0.919
C -3.311 0.561 -1.036 0.780 -0.328 0.394
C -4.547 1.221 -1.632 -0.355 -0.048 0.042
H -3.131 0.931 -0.008 -0.343 -0.352 -0.362
H -3.413 -0.540 -1.010 -0.052 0.471 0.165
H -5.376 0.955 -0.971 -0.092 0.080 -0.205
H -4.474 2.316 -1.639 -0.170 -0.475 -0.019
H -4.780 0.856 -2.644 0.122 0.177 0.387
C -2.148 2.550 -2.727 1.043 0.475 0.434
C -2.548 2.513 -4.191 -0.388 0.141 -0.479
H -1.218 3.133 -2.693 -0.291 -0.143 0.106
H -2.857 3.126 -2.101 0.361 -0.554 -0.274
H -2.434 3.527 -4.593 -0.074 -0.188 0.023
H -1.898 1.866 -4.790 -0.123 0.109 0.141
H -3.592 2.215 -4.348 0.276 -0.005 0.065
C -1.566 -0.409 -3.263 0.470 0.178 0.693
C -2.863 -0.857 -3.938 -0.288 -0.042 -0.349
H -1.140 -1.270 -2.709 -0.017 0.373 -0.301
H -0.788 -0.062 -3.980 -0.508 -0.197 0.386
H -2.626 -1.648 -4.658 0.032 0.123 0.087
H -3.582 -1.299 -3.237 0.227 0.204 -0.034
H -3.368 -0.061 -4.499 0.211 -0.182 0.230
C 2.968 5.231 1.051 0.084 0.544 -0.576
C 3.738 4.107 0.815 0.699 -0.250 0.724
C 3.160 2.961 0.335 -0.913 0.471 0.299
N 1.923 3.057 -0.231 -1.149 -0.662 2.403
C 1.059 4.052 0.195 1.884 -0.062 -0.113
C 1.596 5.178 0.824 -0.590 -0.649 -0.477
H 3.452 6.136 1.410 -0.251 -0.157 0.076
H 4.782 4.053 1.093 -0.023 0.198 0.247
H 3.545 1.962 0.635 0.127 0.931 -1.323
H -0.022 3.870 0.116 0.564 0.335 -0.703
H 0.934 5.997 1.048 -0.009 0.129 0.325